Computed, not measured: one molecule with the formula C4H6O2, with the ωB97M-V functional and the def2-TZVPD basis.

Structure (XYZ):
```
12
Properties=species:S:1:pos:R:3:forces:R:3
O 0.43751 0.38022 -2.05536 0.29 -0.10 -0.56
C 0.40027 -0.01723 -0.75193 0.32 -0.35 -0.25
C 1.36065 0.09423 0.16519 -0.30 0.23 -0.72
O 0.86267 0.06259 1.43619 -1.96 0.03 -0.35
C -0.70092 0.07506 1.17015 1.24 -0.06 0.63
C -0.85298 -0.61615 -0.16571 0.23 0.19 0.02
H 0.86677 1.24484 -2.05907 -0.02 -0.28 -0.22
H 2.42604 0.12352 -0.05419 -0.20 0.45 0.55
H -1.00254 -0.41504 2.07859 -0.60 -0.27 0.06
H -1.14491 1.08927 1.07690 0.96 -0.26 0.40
H -0.80001 -1.71179 -0.06936 0.12 0.27 -0.17
H -1.70707 -0.35686 -0.80034 -0.09 0.15 0.60
```
Positions in Å, forces in eV/Å.

Output
- Structure (SMILES): OC1=COCC1
- Max |F|: 0.039 hartree/bohr
- Relative energy (zero: lowest compared OMol25 entry of this formula, charge and spin): 55.1 kcal/mol
- E: -306.4185 Eh